# 1
{
  "formula": "C16H45N4O5Sr",
  "method": "ωB97M-V/def2-TZVPD",
  "gap_ev": 5.56,
  "total_charge": 1,
  "e_lumo_ev": -5.40,
  "homo_ha": -0.4026,
  "elements": ["C", "N", "H", "H", "O", "C", "C", "H", "H", "Sr", "H", "C", "H", "C", "H", "C", "H", "H", "C", "H", "H", "O", "H", "H", "C", "O", "C", "C", "N", "H", "H", "H", "H", "H", "H", "H", "C", "C", "O", "H", "H", "H", "C", "H", "H", "H", "H", "H", "C", "H", "H", "H", "H", "H", "H", "H", "H", "N", "N", "O", "H", "H", "H", "H", "H", "H", "C", "H", "H", "C", "H"],
  "coordinates": [[-0.2033, 2.7182, 3.9657], [2.0978, -0.2220, -2.3520], [1.5664, -0.2750, -1.4817], [-0.0781, 0.2790, 1.5974], [0.5209, -0.7684, 0.1468], [1.9591, 1.6480, 3.0255], [-1.1072, -3.7395, 0.7151], [0.4387, 3.4397, 4.4763], [-5.2370, 0.0233, -1.5444], [1.9671, -2.6333, 0.8796], [4.8078, 3.8025, -0.3487], [-3.3872, 1.1429, -0.8831], [-4.0833, 2.4791, -2.3521], [3.7414, 1.5673, -1.5456], [-0.9638, -3.3489, -1.3199], [1.6953, 2.0881, -2.9375], [3.3331, 0.9273, -3.5252], [4.0610, 4.1047, 2.9166], [-1.4402, -5.2479, 0.8257], [2.0339, 0.9333, 3.8630], [2.5835, 4.2117, 1.9158], [-2.8066, 0.2019, -3.0543], [-0.4328, 1.9749, 4.7368], [6.0496, 3.8373, -1.5511], [-1.7927, 0.1708, -4.0277], [2.7144, 2.7606, 3.4295], [2.7481, 1.0489, -2.6085], [-2.4292, -6.7813, 2.2622], [-0.3070, 0.7777, 2.4777], [-2.1454, -1.8612, 0.4666], [0.0071, -0.3660, -0.5509], [2.3486, 1.2315, 2.0842], [-2.2108, -0.0758, -5.0009], [4.3158, 0.6793, -1.2415], [-2.7506, -7.3917, 1.4197], [1.0768, 2.3734, -2.0728], [3.2959, 3.5299, 2.3908], [0.4762, 1.9490, 2.8261], [-2.1186, -5.4087, 2.0429], [-2.9104, 1.3181, 0.0841], [-1.5784, 1.4058, -1.9670], [-1.2952, 1.1438, -4.0720], [5.3505, 3.1620, -1.0576], [-0.9763, -0.5488, -3.8778], [0.0190, 0.0438, 3.1263], [-1.5216, -7.2550, 2.6681], [-2.9259, -2.9027, 1.6115], [-0.3288, -2.3348, -0.3121], [-2.3952, -2.9058, 0.6587], [-1.0960, 3.2674, 3.6808], [0.4284, 2.6367, 1.9682], [2.7803, -0.9776, -2.3318], [-0.4406, -5.7030, 0.9265], [-3.1543, 3.1283, -1.1941], [2.1240, 3.0719, -3.1532], [3.1640, 1.8746, -0.6631], [3.7682, 2.9082, 1.6255], [-0.3477, -3.3472, -0.5094], [-3.8877, 2.4441, -1.3587], [4.5058, 2.6256, -2.0466], [-5.2447, 0.4963, 0.0898], [1.0179, 1.8129, -3.7404], [5.8736, 2.3950, -0.4778], [-3.0465, -3.2961, -0.1214], [-4.1737, -0.7674, -0.3790], [-0.4070, -3.6189, 1.5542], [-2.3069, 0.5932, -1.8039], [-1.7008, -0.1912, -1.3176], [-1.9520, -5.6235, -0.0610], [-4.5596, 0.2062, -0.7106], [-3.1268, -6.8424, 3.0953]],
  "forces_ev_per_angstrom": [[0.70, -0.64, 0.92], [0.33, -0.59, 0.52], [0.29, 0.35, -0.17], [0.08, 1.21, 0.08], [1.51, -1.57, 1.01], [-0.38, 0.17, 0.72], [-1.47, -0.77, -1.59], [0.29, -0.04, -0.37], [0.57, 0.26, -0.49], [-2.00, 1.58, -1.33], [-0.23, -0.23, -0.01], [-0.78, 0.46, -1.05], [-0.05, -0.42, -0.02], [-1.20, -0.71, -0.08], [0.16, -0.64, -0.10], [-0.41, 1.26, 0.68], [0.10, -0.14, 0.04], [0.00, 0.16, -0.41], [1.55, 1.22, 0.49], [0.15, -0.15, -0.27], [-0.03, -0.07, 0.01], [0.02, -0.47, 0.14], [-0.39, 0.15, 0.04], [0.16, -0.30, -0.05], [0.47, 0.18, -0.49], [0.14, -0.21, -0.27], [0.10, 0.91, -0.82], [1.00, -0.34, 1.60], [0.53, -1.78, 0.39], [-0.08, 0.00, -0.16], [-0.19, 0.17, -0.12], [0.07, -0.20, 0.11], [-0.32, 0.16, 0.08], [0.59, 0.20, 0.03], [-0.26, 0.54, -0.34], [-0.07, -0.63, 0.15], [0.06, 0.18, 0.63], [-0.46, 1.70, -1.34], [-0.77, -0.49, -1.04], [-0.07, -0.05, 0.06], [-0.06, 0.07, 0.07], [-0.09, 0.16, -0.19], [0.10, 0.84, 0.17], [-0.23, -0.22, 0.57], [-0.70, 0.27, 0.33], [0.00, -0.14, -0.27], [-0.15, -0.22, -0.11], [0.50, 0.17, -0.56], [0.47, 0.30, 1.55], [-0.15, -0.37, -0.26], [0.05, -0.19, -0.13], [-0.06, 0.06, -0.18], [-0.16, -0.64, -0.40], [-0.23, 0.14, -0.07], [0.36, -0.32, -0.42], [-0.02, 0.16, 0.15], [-0.01, -0.13, 0.02], [0.63, 0.02, 1.10], [0.57, 0.37, 0.54], [0.01, -0.59, 0.13], [0.32, 0.45, 0.07], [0.16, -0.21, -0.11], [0.11, -0.06, -0.20], [0.04, -0.03, -0.06], [-0.10, -0.06, -0.22], [-0.41, 0.73, 0.55], [0.75, 0.59, 0.07], [-0.42, -0.42, -0.09], [-0.23, -0.08, 0.06], [-0.39, -1.21, 1.03], [-0.34, 0.16, -0.31]]
}

=====

# 2
{
  "formula": "C35H54N3O2PdS",
  "method": "ωB97M-V/def2-TZVPD",
  "gap_ev": [8.69, 5.58],
  "total_charge": 1,
  "spin_multiplicity": 5,
  "e_lumo_ev": [-1.85, -5.01],
  "homo_ha": [-0.3875, -0.3891],
  "elements": ["C", "H", "C", "H", "O", "C", "H", "N", "H", "H", "H", "H", "H", "C", "H", "H", "H", "H", "H", "N", "C", "H", "H", "C", "H", "C", "C", "C", "H", "H", "C", "H", "H", "C", "H", "H", "C", "C", "H", "C", "H", "H", "H", "C", "H", "H", "H", "S", "H", "H", "H", "C", "C", "H", "C", "C", "H", "H", "C", "H", "C", "H", "H", "H", "H", "C", "C", "C", "C", "C", "C", "H", "H", "H", "C", "H", "H", "C", "H", "N", "H", "H", "C", "C", "C", "H", "H", "H", "C", "H", "Pd", "H", "C", "O", "H", "C"],
  "coordinates": [[-3.1389, 2.4464, 0.1788], [0.8991, 3.4398, 5.6868], [0.6134, 0.4644, 4.0177], [-2.7019, 1.2117, -1.5308], [-0.6689, 1.8319, 2.5484], [-0.4650, -1.8132, -2.6300], [1.5549, -3.8722, 2.5518], [-1.8182, 0.3687, 0.1689], [-0.7329, -4.9096, 5.3496], [1.0453, -0.7001, -5.4567], [-2.7272, 4.7482, -1.2491], [-0.1179, 3.6804, -5.2852], [-3.3473, 2.3293, 1.2414], [-0.6675, -0.6476, -1.9584], [-0.1265, 2.0714, 6.1245], [-2.7725, 4.9469, 1.1059], [-1.1373, -3.2782, 5.8948], [-2.0483, 3.3107, -2.0472], [-0.7969, -2.7414, -2.1766], [-1.9390, 3.2934, 0.0608], [0.3843, -3.2183, -4.5516], [-0.8322, -4.8690, -5.2348], [1.5977, -1.0357, 5.1353], [1.5515, -3.4714, 5.3048], [2.2011, 3.4783, -4.2404], [0.3649, 2.5746, 5.2892], [0.6862, -4.2417, 3.1005], [-0.8706, -1.7011, 2.8896], [-1.1338, 2.2511, -5.4917], [-0.1561, -4.2983, 2.4099], [-1.3362, -0.8001, -0.6027], [-1.0008, 4.8912, 1.0466], [-2.1827, -1.4864, -0.7349], [0.1665, -1.8641, -3.8946], [1.3890, 2.9748, -2.7564], [1.2122, -4.0994, -6.3246], [1.2504, -4.0843, -3.6213], [1.8241, 2.6165, -3.6856], [2.2147, -3.6129, -3.4240], [-2.2492, -0.1517, 1.4968], [2.7309, 1.7425, 2.8743], [2.0743, -2.6520, -5.8151], [-2.9143, 0.5756, 1.9568], [0.8339, -0.8388, 4.4014], [-4.0134, 2.9379, -0.2638], [0.4994, -2.5173, -6.6181], [-1.5027, -4.0693, -3.8167], [2.8697, 3.4543, -0.0083], [0.9038, -5.2587, 3.4310], [-0.3970, 2.9331, 4.5957], [1.7010, -4.5194, 5.5666], [-2.9395, 1.0957, -0.4761], [0.3834, -3.3656, 4.3275], [-3.8582, 0.5028, -0.4019], [1.4728, 1.6035, -5.9234], [0.3755, 0.5685, -3.9047], [1.4361, -5.0494, -4.0959], [2.6779, 1.9834, -3.4341], [-1.9001, 4.2861, 1.1516], [1.3613, -2.9281, 6.2321], [2.1129, 2.4066, 3.4822], [-2.8334, -1.0624, 1.3281], [-1.4438, -2.5354, 2.5019], [1.4275, 2.9329, 2.8218], [1.9493, 0.6906, 6.4894], [-0.4303, 2.7444, -4.8174], [2.2583, 1.9635, -0.0258], [0.8095, 1.8676, -4.5701], [0.1348, -1.9386, 3.8724], [2.4065, 1.1919, 5.6328], [-0.2348, 0.5994, -2.5741], [2.7702, 3.1484, 3.9396], [-0.9438, 2.9876, -3.8897], [0.7626, -4.2756, -2.6639], [-1.9216, 4.0068, -1.2272], [2.3721, 0.9909, -5.8288], [1.7729, 2.5601, -6.3527], [-0.9794, -3.8980, -4.7587], [-1.8740, 3.7770, 2.1105], [1.7098, 0.9073, 0.0195], [0.7966, 1.1246, -6.6356], [-1.6256, -3.3000, -5.4040], [-0.8914, -3.8813, 5.0193], [1.0834, -3.1016, -5.9041], [0.5637, -0.6558, -4.4942], [3.1620, 0.5312, 5.2014], [-0.9643, 4.5100, -1.3541], [-0.6224, -1.3076, 0.0490], [-0.3979, 0.6892, 2.9876], [2.4831, -3.1028, 4.8707], [-0.2130, 1.8261, 0.2738], [-1.7517, -3.8768, 4.3476], [-1.1314, -0.4502, 2.4460], [-0.3940, 1.6963, -1.9880], [2.9226, 2.0745, 6.0120], [1.3726, 1.6420, 4.5981]],
  "forces_ev_per_angstrom": [[-0.07, 0.17, 0.02], [-0.02, 0.00, 0.01], [-0.15, -0.10, -0.14], [0.00, 0.00, -0.02], [0.19, 0.30, -0.05], [0.06, -0.08, -0.19], [-0.01, 0.01, 0.03], [0.02, -0.34, -0.09], [0.00, 0.02, -0.01], [-0.02, 0.00, -0.01], [0.00, 0.01, -0.01], [-0.01, -0.02, 0.00], [-0.02, -0.01, -0.01], [-0.02, 0.21, -0.05], [0.01, -0.01, 0.00], [-0.01, -0.01, -0.01], [0.01, 0.01, -0.01], [-0.03, -0.03, -0.03], [0.01, 0.02, -0.02], [0.02, 0.00, 0.25], [-0.02, 0.10, 0.06], [0.00, 0.02, 0.01], [0.00, 0.01, 0.04], [0.05, -0.04, 0.05], [0.00, -0.01, 0.03], [-0.03, 0.14, 0.04], [0.05, -0.05, -0.02], [0.21, -0.13, 0.17], [0.02, -0.01, 0.01], [0.00, 0.02, 0.02], [-0.01, 0.08, 0.01], [0.01, 0.00, 0.01], [-0.03, 0.00, -0.02], [-0.02, 0.03, 0.06], [-0.01, -0.02, -0.04], [0.00, 0.01, 0.00], [0.03, -0.04, 0.01], [0.03, 0.03, -0.02], [-0.02, 0.01, -0.02], [-0.08, -0.05, -0.07], [-0.01, -0.02, 0.04], [-0.01, -0.01, 0.01], [0.06, 0.05, -0.02], [0.00, -0.15, -0.11], [0.03, 0.04, -0.01], [0.00, -0.01, 0.02], [0.02, 0.01, -0.01], [0.02, 0.04, -0.11], [-0.01, 0.01, -0.01], [0.10, -0.03, 0.08], [0.01, 0.02, 0.01], [0.05, -0.25, -0.01], [-0.04, 0.09, -0.04], [0.00, -0.02, 0.01], [0.05, 0.04, -0.05], [-0.07, -0.06, 0.12], [-0.01, 0.01, 0.01], [-0.02, -0.02, -0.03], [-0.01, 0.01, -0.05], [-0.01, 0.00, -0.01], [0.01, 0.00, 0.02], [-0.04, 0.00, 0.01], [0.01, 0.00, 0.02], [-0.01, -0.03, 0.01], [-0.02, 0.00, -0.05], [0.01, 0.08, -0.01], [-0.27, -0.18, 0.26], [-0.05, -0.07, 0.05], [-0.09, 0.09, -0.06], [0.01, 0.03, 0.03], [-0.06, -0.27, -0.01], [-0.01, -0.01, -0.01], [0.03, 0.00, -0.03], [0.00, 0.02, -0.02], [0.00, 0.02, 0.05], [-0.01, 0.03, 0.02], [0.00, -0.02, -0.01], [-0.04, -0.02, -0.02], [0.01, 0.01, 0.01], [0.34, -0.26, 0.07], [-0.01, 0.00, 0.04], [0.02, 0.00, 0.01], [-0.01, -0.04, 0.01], [0.03, -0.02, -0.06], [0.00, -0.15, 0.06], [-0.02, 0.03, -0.02], [0.00, 0.00, 0.01], [0.06, 0.03, 0.02], [0.05, -0.30, 0.03], [-0.02, -0.01, -0.01], [-0.62, 0.68, -0.55], [0.02, 0.00, 0.01], [0.13, 0.24, 0.09], [0.29, 0.22, 0.29], [0.00, -0.02, 0.00], [-0.01, -0.04, -0.04]]
}

=====

# 3
{
  "formula": "C9H22ClGdIO2P",
  "method": "ωB97M-V/def2-TZVPD",
  "gap_ev": [7.75, 4.43],
  "total_charge": 2,
  "spin_multiplicity": 8,
  "e_lumo_ev": [-8.00, -10.39],
  "homo_ha": [-0.5789, -0.5444],
  "elements": ["H", "H", "H", "Cl", "H", "H", "H", "C", "H", "H", "H", "O", "C", "H", "C", "H", "H", "C", "C", "C", "H", "C", "H", "H", "H", "I", "O", "H", "H", "H", "C", "H", "C", "Gd", "H", "H", "P"],
  "coordinates": [[-1.9698, -0.5908, -4.2180], [2.5287, -2.2425, 1.8426], [-0.2644, 2.3547, -1.6967], [1.9587, -1.6201, -1.9029], [-3.8942, -0.1154, -2.7136], [-1.5006, -3.0093, -2.2314], [1.1630, -0.0410, 4.2266], [-2.3440, -2.3286, -2.0877], [-2.9220, -2.6420, -1.2152], [-1.1697, 0.8886, -3.6329], [-0.3620, 0.5001, 3.4897], [1.4667, -0.3618, 1.6070], [1.3873, 0.9602, 2.3189], [-3.1771, 1.3163, -1.9429], [0.6925, 0.7586, 3.6448], [0.8575, 1.6554, 1.6596], [4.7532, -1.1494, 1.7886], [-3.3254, 0.2393, -1.8523], [-1.3846, 2.3181, 0.1709], [-0.2059, 1.9584, -0.6542], [-0.2292, 0.8577, -0.7036], [3.9162, -0.5547, 1.4184], [0.7246, 1.6867, 4.2267], [2.6516, -1.0179, 3.1367], [-2.9723, -2.3157, -2.9801], [-1.9223, 0.5100, 1.3495], [-2.0959, 3.2710, 0.2843], [0.7729, 2.1695, -0.1751], [-0.2441, -0.6206, -3.7470], [4.0585, 0.4900, 1.7248], [-1.2233, -0.1963, -3.5292], [2.4100, 1.3313, 2.4404], [2.6546, -1.1259, 2.0492], [0.9381, -2.1183, 0.3390], [-3.8862, 0.0426, -0.9386], [3.8708, -0.6213, 0.3251], [-1.7117, -0.6371, -1.8215]],
  "forces_ev_per_angstrom": [[-0.08, -0.04, 0.10], [0.36, 1.04, 0.48], [0.15, 0.14, 0.96], [-0.33, -0.21, 0.81], [0.20, -0.07, -0.06], [-0.18, -0.10, -0.14], [-0.02, 0.26, 0.04], [0.57, -0.26, 0.64], [-0.04, -0.07, -0.14], [0.01, -0.07, -0.03], [0.47, 0.07, 0.23], [0.66, -0.35, 0.14], [-0.03, -0.09, 0.34], [-0.06, 0.00, 0.00], [-0.23, -0.04, 0.04], [0.14, -0.52, 0.23], [0.14, 0.16, -0.14], [0.17, 0.37, 0.99], [-1.87, 2.29, 0.48], [0.74, -0.50, -1.06], [0.26, 0.57, -0.26], [-0.18, -0.50, 0.06], [0.10, -0.18, -0.08], [0.21, -0.44, -0.10], [0.02, -0.07, 0.09], [-0.71, -0.35, 0.53], [2.01, -2.21, -0.50], [-0.73, 0.47, -0.39], [-0.02, 0.03, -0.22], [0.03, -0.41, -0.14], [1.14, 0.18, 0.42], [-0.24, -0.18, -0.10], [0.48, 1.18, 0.76], [-1.55, 0.59, -2.18], [-0.07, 0.03, -0.13], [0.12, 0.07, 0.18], [-1.64, -0.77, -1.85]]
}

=====

# 4
{
  "formula": "FHNP",
  "method": "ωB97M-V/def2-TZVPD",
  "gap_ev": [6.66, 7.23],
  "spin_multiplicity": 3,
  "e_lumo_ev": [-0.06, -4.46],
  "homo_ha": [-0.2467, -0.4298],
  "elements": ["F", "H", "N", "P"],
  "coordinates": [[-1.6872, -1.3680, -0.0199], [1.5033, -0.1752, 0.1353], [0.7894, 0.5841, -0.0801], [-0.6056, 0.9592, -0.0353]],
  "forces_ev_per_angstrom": [[0.02, -0.16, -0.12], [-1.45, 1.73, 0.00], [6.83, -3.43, -0.49], [-5.40, 1.87, 0.60]]
}

=====

We obtain DFT total energy values of -1262.20825 -2206.61718 -2370.86841 -496.37705 a.u. for the records listed above, in that order.